(1)
ORCA calculation (ωB97M-V/def2-TZVPD) on a cluster of 2 separate species, C31H36N3O2 in total in a non-equilibrium geometry.

Element x y z (Å)
C 3.4333 -0.4333 2.6035
O 2.4629 0.6335 2.5768
C 1.1373 0.3555 2.5296
C 0.2697 1.4797 2.4986
C -1.0920 1.3025 2.3862
C -1.6371 0.0030 2.2943
N -2.9821 -0.1612 2.0558
C -0.7831 -1.1158 2.3934
C 0.5920 -0.9567 2.5007
H 4.3807 0.1081 2.6294
H 3.3201 -1.0556 3.5031
H 3.3727 -1.0592 1.7013
H 0.7125 2.4728 2.5591
H -1.7611 2.1634 2.3790
H -3.4041 -1.0703 2.2027
H -3.6003 0.6332 2.1812
H -1.2268 -2.1132 2.3926
H 1.2396 -1.8352 2.5634
C -1.9326 -0.1743 -6.8747
N -1.8047 -0.0169 -5.4509
C -0.7025 0.5607 -4.8814
O 0.3167 0.9268 -5.4649
C -0.9605 0.6522 -3.3827
C -0.9733 2.0874 -2.8449
C -2.0187 2.9201 -3.5476
C -1.7103 3.4963 -4.7840
C -2.6755 4.2119 -5.4904
C -3.9634 4.3517 -4.9627
C -4.2670 3.8138 -3.7072
C -3.2836 3.1305 -2.9847
N -2.2451 -0.0131 -3.2437
C -2.8210 -0.1725 -2.0422
C -4.0832 -0.7255 -1.8724
C -4.7009 -0.8478 -0.6342
C -6.0106 -1.3992 -0.4503
C -6.6382 -1.3411 0.8239
C -7.9154 -1.8554 1.0201
C -8.6170 -2.4388 -0.0469
C -8.0235 -2.5058 -1.3157
C -6.7364 -2.0114 -1.5187
C -2.8490 -0.4142 -4.5328
C -4.1697 0.3202 -4.8900
C -4.9237 -0.6496 -5.7950
C -4.2634 -2.0449 -5.6703
C -3.1222 -1.9393 -4.6664
H -1.0097 0.1688 -7.3492
H -2.1041 -1.2264 -7.1278
H -2.7783 0.4073 -7.2660
H -0.1768 0.0669 -2.8660
H -1.1595 2.0578 -1.7636
H 0.0274 2.5023 -3.0360
H -0.6989 3.3745 -5.1840
H -2.4097 4.6554 -6.4523
H -4.7227 4.8989 -5.5232
H -5.2670 3.9250 -3.2801
H -3.4965 2.7457 -1.9829
H -2.2427 0.1496 -1.1725
H -4.6067 -1.0594 -2.7690
H -4.1628 -0.4818 0.2424
H -6.0935 -0.8684 1.6439
H -8.3713 -1.8030 2.0101
H -9.6177 -2.8402 0.1067
H -8.5594 -2.9524 -2.1568
H -6.2769 -2.1006 -2.5068
H -4.7224 0.5560 -3.9743
H -3.9299 1.2754 -5.3765
H -5.9822 -0.6995 -5.5121
H -4.8838 -0.3026 -6.8359
H -5.0025 -2.7895 -5.3514
H -3.8852 -2.3691 -6.6482
H -2.2034 -2.4411 -4.9952
H -3.3994 -2.3500 -3.6915

Cartesian forces, eV/Å:
C -0.51 0.54 0.04
O 0.41 -0.30 0.05
C -0.85 -0.54 -0.11
C 0.84 -0.78 0.01
C -0.33 -0.66 -0.07
C 1.60 0.01 0.32
N -1.52 -0.12 -0.54
C -0.69 0.65 -0.10
C 0.65 1.05 0.06
H -0.06 -0.35 0.01
H 0.01 0.17 -0.21
H -0.03 0.18 0.20
H -0.11 -0.24 0.00
H 0.15 -0.14 -0.05
H 0.23 0.34 0.31
H 0.29 -0.34 0.29
H 0.18 0.20 -0.06
H -0.24 0.37 -0.01
C -0.19 -0.17 -0.49
N 1.07 0.55 0.38
C 0.79 0.13 -0.96
O -1.52 -0.40 0.96
C 0.94 -0.27 0.12
C 0.02 0.19 -0.25
C -0.08 0.41 0.16
C -0.07 -0.06 -0.06
C -0.03 -0.10 0.10
C 0.05 -0.08 0.09
C 0.15 0.02 0.01
C 0.03 -0.12 -0.38
N -1.20 -0.38 2.21
C 1.33 0.40 -1.72
C -1.56 -0.68 0.80
C 0.87 0.33 -1.32
C -1.37 -0.66 -0.02
C 0.34 0.00 -0.56
C -0.10 -0.09 -0.15
C 0.51 0.26 0.04
C 0.31 0.07 -0.01
C 0.06 0.23 0.53
C -0.06 0.07 -0.39
C 0.34 0.10 0.38
C -0.47 -0.02 -0.31
C -0.36 -0.34 -0.37
C 0.28 0.36 0.35
H -0.16 -0.07 0.18
H 0.16 0.17 -0.05
H 0.25 -0.03 0.10
H -0.30 0.21 -0.19
H 0.19 0.08 -0.18
H -0.25 -0.15 0.22
H -0.38 0.06 0.06
H -0.17 -0.10 0.30
H 0.20 -0.16 0.19
H 0.34 0.07 -0.17
H -0.01 0.09 -0.30
H -0.08 0.00 -0.24
H 0.12 0.16 0.54
H -0.04 -0.06 -0.16
H -0.23 -0.16 -0.14
H 0.13 -0.01 -0.32
H 0.25 0.12 -0.01
H 0.16 0.12 0.35
H -0.26 0.01 0.35
H 0.06 0.02 -0.27
H -0.09 -0.21 0.21
H 0.21 0.07 -0.15
H -0.12 -0.13 0.29
H 0.22 0.08 -0.12
H -0.18 0.00 0.29
H -0.23 0.08 0.15
H 0.12 -0.05 -0.20

Results
net charge = +1
HOMO-LUMO gap = 0.18133 Ha
E = -41290.6071 eV
energy above the lowest of the compared OMol25 structures with the same formula, charge and spin = 0.0000 eV

=====

(2)
ORCA calculation (ωB97M-V/def2-TZVPD) on a structure of composition C31H37ClN9O6STi.

Element x y z (Å)
Ti 0.2570 -0.4991 -0.1393
C -0.9866 3.5952 4.2573
C -1.2581 2.1063 4.4344
N -0.1644 1.2626 4.0039
C 0.1084 1.0860 2.6515
S -1.1851 1.1452 1.5014
N 1.3617 0.8696 2.3718
N 1.5680 0.5732 1.0416
C 2.7656 0.8278 0.5420
C 3.8973 1.4103 1.3311
C 2.9061 0.5598 -0.8512
C 4.1573 0.5491 -1.5058
C 4.2218 0.2035 -2.8271
C 3.0320 -0.1365 -3.5080
C 1.8489 -0.1146 -2.8133
N 1.7598 0.2302 -1.5162
H -1.8358 4.1941 4.5906
H -0.1090 3.9080 4.8269
H -0.8065 3.8175 3.2050
H -1.4747 1.8737 5.4811
H -2.1335 1.8184 3.8524
H 0.7027 1.3964 4.5088
H 3.5579 1.6792 2.3274
H 4.7145 0.6910 1.4335
H 4.2989 2.2952 0.8337
H 5.0535 0.7890 -0.9525
H 5.1751 0.1715 -3.3385
H 3.0391 -0.4213 -4.5505
H 0.9037 -0.3692 -3.2823
C -4.5465 -0.8481 -2.7843
N -4.2464 -0.9658 -1.3740
C -5.1701 -0.3602 -0.4313
C -3.2823 -1.7606 -0.8542
O -3.2386 -2.0068 0.3411
C -2.2591 -2.3865 -1.8040
O -1.0375 -2.7057 -1.1517
C -1.1029 -3.6718 -0.1367
C -0.8308 -3.0227 1.2109
O -0.4717 -1.8405 1.2538
N -0.9493 -3.7442 2.3276
C -0.4877 -3.1720 3.5815
C -1.1421 -5.1819 2.3129
H -5.3301 -1.5518 -3.0876
H -3.6606 -0.9979 -3.3967
H -4.8964 0.1645 -2.9901
H -5.9531 -1.0575 -0.1174
H -5.6376 0.5008 -0.9081
H -4.6221 -0.0389 0.4529
H -1.9810 -1.7045 -2.6053
H -2.6997 -3.2930 -2.2438
H -0.3228 -4.4185 -0.3262
H -2.0779 -4.1662 -0.1133
H -0.5129 -2.0871 3.5151
H 0.5318 -3.5083 3.7897
H -1.1513 -3.5096 4.3779
H -1.7761 -5.4787 1.4791
H -1.6520 -5.4669 3.2333
H -0.1834 -5.7038 2.2605
N 1.6645 -2.2299 -0.2886
C 2.4181 -3.0057 0.1310
C 3.2974 -3.9657 0.5981
C 4.6639 -3.9348 0.2783
N 5.7862 -3.9146 0.0099
C 2.7445 -4.9548 1.4278
N 2.2303 -5.7546 2.0872
C -0.5818 4.5276 -0.1580
C 0.3833 4.0653 -1.2072
C 1.7524 4.1494 -0.9823
C 2.6485 3.7145 -1.9412
Cl 4.3606 3.8394 -1.6181
C 2.2256 3.1906 -3.1462
C 0.8622 3.0899 -3.3795
C -0.0461 3.5162 -2.4215
O -1.4030 3.3991 -2.7024
C -1.9698 2.3041 -1.9827
C -1.4481 0.9299 -2.4401
O -1.4617 0.5782 -3.6177
O -1.0707 0.2167 -1.4520
H -0.1446 5.3311 0.4358
H -0.8267 3.7054 0.5212
H -1.5090 4.8845 -0.6068
H 2.1204 4.5572 -0.0500
H 2.9420 2.8349 -3.8727
H 0.4820 2.6579 -4.2936
H -3.0539 2.3426 -2.1300
H -1.7520 2.3972 -0.9197

Cartesian forces, eV/Å:
Ti 0.01 0.79 0.03
C 0.00 0.04 -0.02
C -0.12 0.00 0.03
N 0.18 -0.07 -0.07
C -0.11 0.08 0.06
S 0.20 -0.37 -0.19
N -0.14 0.06 0.02
N 0.15 -0.13 -0.09
C 0.12 0.16 -0.09
C 0.01 -0.05 0.11
C 0.27 -0.04 0.16
C -0.14 0.00 -0.12
C -0.11 -0.05 -0.02
C -0.04 0.01 0.06
C -0.08 0.06 -0.09
N 0.00 -0.37 0.24
H -0.05 0.01 0.02
H 0.03 -0.01 0.02
H 0.01 -0.01 -0.03
H 0.05 0.03 -0.01
H 0.00 0.01 0.03
H -0.04 -0.02 0.05
H -0.03 -0.01 -0.03
H 0.00 -0.03 0.00
H 0.00 0.00 -0.01
H -0.01 0.02 0.01
H 0.01 0.00 -0.01
H 0.00 -0.01 -0.02
H 0.04 -0.01 -0.05
C 0.05 0.08 -0.10
N 0.04 0.14 0.01
C -0.02 -0.02 0.01
C 0.09 -0.13 -0.03
O 0.02 -0.03 0.08
C 0.09 -0.01 -0.04
O -0.30 0.34 -0.13
C -0.08 -0.24 0.14
C -0.08 0.12 0.02
O 0.00 -0.31 0.33
N 0.14 0.04 -0.25
C -0.01 0.06 0.07
C -0.11 -0.08 -0.03
H 0.02 0.01 -0.03
H -0.02 -0.03 0.03
H 0.00 -0.03 -0.01
H 0.01 -0.01 0.00
H 0.02 0.00 0.01
H -0.03 -0.02 -0.02
H 0.00 -0.03 0.06
H 0.02 0.01 0.02
H -0.02 0.01 0.03
H 0.13 0.02 -0.03
H 0.03 -0.05 0.03
H -0.03 0.04 0.04
H 0.03 0.02 0.03
H 0.06 -0.01 0.03
H 0.00 -0.01 -0.02
H -0.04 -0.03 0.00
N -0.02 -0.13 0.26
C -0.13 0.51 -0.54
C -0.20 -0.07 0.21
C 0.34 0.02 -0.10
N 0.05 -0.01 0.00
C -0.09 -0.30 0.13
N 0.00 0.01 0.05
C -0.07 0.06 0.06
C 0.01 -0.13 -0.13
C -0.03 -0.02 -0.02
C 0.10 0.01 -0.01
Cl 0.02 0.17 -0.02
C -0.06 0.00 -0.03
C -0.03 0.08 0.12
C -0.13 0.06 -0.07
O 0.27 -0.09 0.10
C -0.05 0.03 -0.11
C -0.04 0.24 -0.04
O -0.11 0.10 0.16
O -0.09 -0.55 -0.21
H 0.01 0.01 -0.02
H 0.00 0.01 0.00
H 0.01 0.00 -0.01
H 0.01 0.00 0.03
H 0.01 0.03 0.01
H -0.04 -0.04 -0.04
H 0.11 0.04 -0.09
H -0.06 -0.02 0.04

Results
net charge = -1
HOMO-LUMO gap (spin up / spin down) = 0.19188 / 0.26305 Ha
E = -104921.5778 eV
multiplicity = 3

=====

(3)
ORCA calculation (ωB97M-V/def2-TZVPD) on a structure of composition C31H37FeN9O4Te in a non-equilibrium geometry.

Element x y z (Å)
Fe -0.7110 -0.9751 0.1970
C -0.5603 6.7119 -0.2786
O 0.7649 6.6612 -0.7474
C 1.6507 5.8997 -0.0107
C 2.9709 5.8835 -0.4603
C 3.9247 5.1561 0.2173
C 3.6068 4.3926 1.3558
C 2.2797 4.4349 1.7956
C 1.3141 5.1822 1.1274
N 4.6629 3.7503 1.9953
N 4.3855 2.8022 2.8627
C 3.3909 1.9056 2.6738
C 2.8298 1.3134 3.8199
C 1.7520 0.4439 3.7424
C 1.2073 0.0658 2.5298
O 0.1264 -0.7851 2.4703
C 1.7937 0.5303 1.3398
N 1.2942 0.0893 0.1387
C 1.9765 0.3461 -0.9558
C 3.1628 1.0764 -0.9824
C 3.6152 1.6212 0.1985
C 2.9285 1.3958 1.3962
H -1.1124 7.3421 -0.9731
H -0.6168 7.1472 0.7245
H -1.0172 5.7155 -0.2547
H 3.2265 6.4613 -1.3396
H 4.9565 5.1566 -0.1133
H 1.9989 3.8950 2.6900
H 0.3042 5.1880 1.5120
H 3.2378 1.6088 4.7772
H 1.3129 0.0340 4.6443
H 1.5596 -0.0442 -1.8804
H 3.6921 1.2240 -1.9129
H 4.5221 2.2075 0.2143
O -1.5152 -1.1529 -2.1294
N -0.6306 -1.7077 -2.8658
N 0.2468 -2.3576 -2.1900
O 0.2089 -2.4604 -0.8798
C 1.3405 -2.9746 -2.8876
C 1.4133 -2.9450 -4.2743
C 2.4974 -3.5368 -4.8977
C 3.5005 -4.1454 -4.1499
C 3.4102 -4.1615 -2.7672
C 2.3261 -3.5772 -2.1245
H 0.6328 -2.4627 -4.8440
H 2.5606 -3.5194 -5.9783
H 4.3474 -4.6002 -4.6463
H 4.1892 -4.6238 -2.1749
H 2.2363 -3.5659 -1.0491
C -1.1179 -0.1033 2.0077
H -1.9214 -0.4816 2.6483
H -1.0193 0.9697 2.1971
C -2.1418 -3.5280 1.6345
N -2.4998 -2.6385 0.5234
C -2.7428 -3.4664 -0.6713
N -3.8040 -4.4522 -0.4464
C -3.4188 -5.2895 0.6908
N -3.1939 -4.5096 1.9108
C -4.4298 -3.7809 2.2088
N -4.8453 -2.9018 1.1121
C -3.7564 -1.9545 0.8610
C -5.0218 -3.7259 -0.0855
H -1.9640 -2.9212 2.5247
H -1.2171 -4.0488 1.3779
H -1.8151 -3.9827 -0.9213
H -3.0164 -2.8132 -1.4991
H -2.5013 -5.8256 0.4401
H -4.2119 -6.0176 0.8796
H -4.2784 -3.1790 3.1073
H -5.2261 -4.5048 2.3999
H -3.5981 -1.3526 1.7548
H -4.0273 -1.2936 0.0346
H -5.3058 -3.0798 -0.9186
H -5.8253 -4.4444 0.0947
C -0.6332 2.1939 -2.0636
Te -2.2533 1.2633 -1.0549
C -2.5358 2.9815 0.1724
H 0.1501 2.4287 -1.3467
H -0.9976 3.0950 -2.5524
H -0.2544 1.5028 -2.8125
H -2.6307 3.8574 -0.4650
H -1.6920 3.0998 0.8491
H -3.4477 2.8562 0.7526

Cartesian forces, eV/Å:
Fe -0.28 0.28 -0.32
C 0.01 -0.07 -0.02
O 0.02 -0.01 0.01
C 0.00 0.04 -0.04
C -0.06 0.01 0.03
C -0.03 0.00 -0.04
C 0.22 0.07 -0.09
C -0.10 0.03 0.08
C 0.04 -0.03 -0.04
N -0.07 0.31 -0.23
N 0.10 -0.29 0.14
C -0.04 -0.22 0.33
C -0.01 0.03 -0.09
C 0.02 -0.10 -0.11
C -0.11 0.05 -0.08
O -0.01 0.04 0.33
C 0.14 0.01 -0.02
N -0.07 -0.02 0.14
C -0.19 -0.05 -0.11
C 0.07 0.02 0.08
C -0.01 0.00 -0.09
C -0.03 0.00 -0.04
H 0.01 0.00 -0.01
H 0.00 0.00 0.01
H 0.01 0.05 0.00
H 0.01 0.00 -0.02
H 0.00 0.00 -0.02
H -0.04 0.01 -0.03
H -0.04 0.00 0.02
H -0.02 0.01 0.03
H -0.02 0.01 0.02
H -0.01 0.01 0.00
H -0.01 0.00 -0.02
H 0.03 0.09 0.05
O 0.80 -0.46 -0.44
N -0.31 0.27 0.52
N -0.08 -0.05 0.09
O 0.21 -0.32 -0.27
C -0.21 0.14 0.24
C -0.03 -0.01 -0.07
C 0.05 -0.03 0.02
C -0.05 0.02 -0.02
C -0.04 0.02 0.01
C 0.10 -0.03 -0.04
H 0.01 -0.01 0.01
H 0.01 0.00 0.00
H 0.01 0.00 -0.01
H 0.00 0.00 -0.01
H 0.00 0.01 0.00
C 0.07 -0.31 0.09
H 0.05 0.03 0.16
H 0.05 0.01 0.02
C 0.07 0.02 0.12
N 0.05 0.18 -0.23
C 0.02 -0.11 -0.03
N 0.01 0.02 0.03
C 0.00 -0.02 0.00
N -0.03 0.01 -0.03
C -0.03 -0.02 0.04
N 0.02 -0.02 0.01
C -0.05 0.01 0.04
C -0.02 0.00 -0.02
H 0.01 -0.01 -0.01
H 0.00 0.01 0.00
H 0.00 0.02 -0.02
H 0.00 -0.02 0.03
H 0.01 0.00 0.00
H 0.01 0.00 0.00
H 0.01 0.00 -0.01
H 0.00 0.01 0.01
H 0.01 0.03 -0.02
H 0.00 -0.03 -0.01
H -0.01 0.00 0.00
H 0.00 0.00 0.00
C -0.03 0.01 -0.10
Te -0.31 0.34 -0.15
C 0.07 -0.01 0.13
H 0.00 0.03 0.00
H 0.06 0.01 0.01
H 0.00 -0.04 0.00
H -0.03 0.03 0.01
H 0.03 0.01 0.01
H -0.02 0.00 0.01

Results
net charge = -1
HOMO-LUMO gap (spin up / spin down) = 0.17446 / 0.20951 Ha
E = -96023.8333 eV
energy above the lowest of the compared OMol25 structures with the same formula, charge and spin = 0.8306 eV
multiplicity = 6